1.
21
Properties=species:S:1:pos:R:3:forces:R:3:nbo_charge:R:1 method="wB97M-V/def2-TZVPD" total_energy_ha=-534.9843 smiles=O.O.O.O.O.O.O homo_lumo_gap_ev=10.9 relative_energy_kj_mol=366.3
O -1.407226 -0.953620 1.482392 -1.3 -0.7 0.7 -1.024
O -2.084269 0.553003 -0.713414 -2.1 -5.0 -1.1 -1.027
O 0.678575 -1.962083 -0.416453 -0.8 1.7 -0.1 -1.020
O 0.253532 1.169243 1.770051 3.8 1.9 -1.2 -0.963
O -0.050141 -0.372320 -2.193389 0.3 4.7 -0.9 -1.006
O -0.024171 1.775753 -0.646685 1.7 4.9 3.1 -1.052
O 2.693185 -0.533186 1.001483 1.7 -2.6 -4.6 -1.030
H -2.160946 -1.295800 2.051955 1.3 0.7 -1.4 0.493
H 1.243830 0.920559 1.670483 -2.2 -0.4 1.0 0.534
H -1.805086 -0.344183 -1.254869 -0.6 4.2 1.4 0.504
H 3.548638 -0.786953 0.279292 -3.8 1.3 3.4 0.476
H -0.320426 0.514724 2.113843 -0.6 -1.9 0.4 0.526
H -0.033756 2.871612 -0.337046 0.2 -4.9 -1.6 0.523
H -1.477066 1.294084 -0.781465 0.8 -0.2 -0.4 0.498
H 0.024928 0.133387 -3.070325 0.0 -1.6 1.5 0.508
H 0.047192 -1.843020 0.341798 0.5 -0.2 -1.0 0.490
H 0.234582 1.323177 0.320614 -1.2 1.2 -1.4 0.519
H -1.758270 -0.611434 0.611945 -0.2 0.3 1.1 0.515
H 1.939434 -1.112434 0.504759 1.8 1.3 1.1 0.511
H 0.030691 0.512774 -1.554273 -0.1 -2.3 -1.9 0.526
H 0.426770 -1.253283 -1.180695 0.8 -2.5 2.0 0.501

2.
60
Properties=species:S:1:pos:R:3:forces:R:3:nbo_charge:R:1 method="wB97M-V/def2-TZVPD" total_energy_ha=-1418.0927 smiles="CCOC(=O)[C@H]1CCCN(C(=O)c2cc(-c3ccc(OCC)cc3)nc3ccccc23)C1" homo_lumo_gap_ev=8.1 relative_energy_kj_mol=1.0
O -0.150415 -3.251541 2.157949 0.0 -0.2 -0.2 -0.610
O -2.785137 0.792283 0.703058 0.2 0.2 0.1 -0.519
O 5.582091 3.296538 -2.021234 -0.1 -0.1 0.3 -0.492
O -4.009464 -0.791075 1.723955 -0.2 -0.1 0.0 -0.603
N -0.656081 -1.208704 2.965934 0.0 0.0 0.1 -0.436
N 0.454344 -0.405125 -1.912126 0.4 0.4 -0.1 -0.427
C 2.373223 0.781995 -1.193937 0.4 0.2 -0.2 -0.045
C -3.450756 0.563306 -0.541680 -0.4 -0.2 -0.4 -0.085
C -2.012130 -2.643903 -0.326748 -0.2 -0.2 -0.1 -0.186
C -0.589514 -1.228045 -1.719604 -0.3 -0.4 0.5 0.147
C 1.030950 -0.630229 0.394000 -0.3 -0.3 0.1 -0.246
C 4.523394 2.465036 -1.839829 -0.2 -0.1 0.2 0.322
C 5.201224 4.483062 -4.126715 0.1 -0.3 0.3 -0.638
C -1.408406 -1.543356 -2.825404 -0.2 -0.1 0.0 -0.206
C -1.081520 -1.753441 4.239847 -0.2 -0.5 0.2 -0.226
C -2.957392 -0.094251 4.283152 -0.1 -0.1 -0.3 -0.399
C -0.291122 -2.056484 1.974163 0.2 0.1 0.1 0.660
C -0.045216 -1.445742 0.628453 0.4 0.1 -0.4 -0.054
C 4.041636 2.387175 -0.530320 0.2 0.1 -0.1 -0.251
C -2.478263 -2.380132 -2.674695 0.1 0.1 -0.2 -0.200
C -2.589636 -1.572558 4.390934 0.2 0.1 0.1 -0.414
C -0.900565 -1.788536 -0.449584 0.2 0.2 -0.3 -0.030
C -2.408701 0.523930 2.994728 0.0 -0.1 0.1 -0.324
C -3.173021 0.070193 1.758564 0.2 0.2 0.3 0.808
C -2.780603 -2.935249 -1.420775 0.0 -0.1 0.3 -0.222
C 6.082302 3.531462 -3.322395 0.1 0.2 -0.4 -0.063
C -0.910337 0.201608 2.831765 -0.2 0.6 -0.2 -0.212
C 1.246215 -0.109777 -0.905904 -0.4 -0.3 -0.1 0.206
C -4.686300 1.441979 -0.667562 0.4 -0.2 0.2 -0.631
C 3.909914 1.695691 -2.825710 0.3 0.2 -0.1 -0.315
C 2.850498 0.873280 -2.499343 -0.1 -0.1 0.3 -0.154
C 2.988330 1.560408 -0.212529 -0.1 -0.1 -0.2 -0.194
H -1.155513 -1.109614 -3.780387 0.0 0.1 -0.1 0.225
H 5.654803 4.671398 -5.095920 0.0 0.0 -0.1 0.215
H 4.249950 1.723382 -3.849098 0.1 0.0 -0.1 0.217
H -5.138865 1.290719 -1.643046 -0.1 0.0 -0.1 0.218
H -2.240423 -3.076144 0.635398 0.0 -0.1 0.1 0.232
H 6.228097 2.585713 -3.858535 0.0 0.1 0.1 0.171
H -2.713134 0.802414 -1.310376 -0.1 -0.1 0.1 0.197
H -2.540074 0.449080 5.134703 0.0 0.0 0.0 0.202
H 4.209604 4.062643 -4.275372 -0.1 0.0 -0.1 0.214
H -5.409882 1.179761 0.100776 -0.1 0.0 0.0 0.216
H 2.629187 1.542994 0.805524 0.0 0.0 0.1 0.209
H 7.063171 3.985858 -3.156112 -0.1 -0.1 -0.1 0.194
H -4.042330 0.016878 4.304501 0.0 0.1 0.1 0.226
H -4.417908 2.490038 -0.558481 0.0 0.1 0.0 0.209
H 4.518609 2.994281 0.223217 0.0 0.1 0.1 0.222
H -3.100181 -2.624806 -3.523599 0.0 0.0 -0.1 0.215
H -3.098935 -2.127126 3.602572 0.0 -0.1 0.0 0.228
H -2.913649 -1.967967 5.354087 0.0 0.0 0.0 0.214
H -2.508876 1.613973 3.029599 0.0 -0.1 0.0 0.237
H -0.549647 -1.230959 5.043060 0.0 0.0 0.0 0.186
H -3.724964 -0.493552 -0.608408 0.1 0.2 0.0 0.210
H -3.628833 -3.596367 -1.323958 -0.1 -0.1 0.0 0.219
H 1.724918 -0.405890 1.189818 0.0 0.0 0.1 0.222
H -0.565507 0.563095 1.862885 0.0 0.0 0.2 0.242
H -0.808745 -2.809727 4.254335 0.0 0.2 0.1 0.251
H -0.355513 0.723848 3.621970 0.0 0.0 -0.1 0.198
H 5.097607 5.425874 -3.595423 0.0 0.1 0.0 0.215
H 2.371739 0.277926 -3.260859 0.0 0.0 -0.1 0.234

3.
60
Properties=species:S:1:pos:R:3:forces:R:3:nbo_charge:R:1 method="wB97M-V/def2-TZVPD" total_energy_ha=-12580.2691 homo_lumo_gap_ev=5.4 total_charge=-1
Zr 0.499651 -0.682505 -0.320152 -1.1 1.8 0.1 1.699
Br 1.607891 1.006487 -7.079549 0.0 0.0 0.0 0.072
Br -2.907918 -0.927261 -4.101010 0.0 0.0 0.0 0.068
Br 3.383560 0.877370 -4.236711 0.0 0.0 0.0 0.066
Br -1.578339 0.064245 -7.022244 0.0 0.0 0.0 0.069
S 2.852278 0.288789 0.727905 -0.2 -0.2 -0.2 -0.223
Si -0.370269 -0.073236 2.304108 0.1 0.3 0.1 0.939
Si -0.040698 2.012627 -0.304541 0.1 0.0 0.6 1.053
O 1.653678 -0.150381 -1.957075 0.0 0.1 -1.2 -0.808
O -0.839350 -0.808201 -1.891928 0.2 -0.1 -0.5 -0.821
N 1.851803 -2.333219 0.061721 1.1 -0.9 0.1 -0.333
N 3.140240 -2.217818 -0.315605 0.3 0.1 0.2 -0.424
N 4.881209 -0.790158 -0.587438 0.1 0.0 -0.2 -0.791
N -0.780434 -2.471430 0.290358 -0.2 -0.3 0.0 -0.523
C -1.955967 -0.796079 3.077771 -0.2 -0.2 -0.1 -1.106
C -0.543184 2.675747 1.403941 0.0 0.2 0.1 -0.449
C -0.526649 0.018224 -5.452144 0.1 0.0 0.0 -0.153
C -0.724230 -4.841597 0.556000 0.0 -0.3 -0.1 -0.228
C 3.622070 -0.989236 -0.118905 -0.1 -0.1 0.4 0.311
C -2.806229 -3.681425 0.631626 0.0 0.0 0.0 -0.266
C -2.111363 -2.512797 0.419641 0.0 0.1 -0.1 0.106
C 1.567841 0.360305 -4.300048 0.1 -0.1 -0.1 -0.162
C -0.092405 -3.625857 0.314589 0.3 -0.1 0.3 0.154
C -0.790785 4.045655 1.591059 0.0 -0.1 0.1 -0.151
C -1.143722 4.557566 2.830898 0.0 0.0 0.0 -0.251
C -1.480289 2.433609 -1.451033 -0.2 0.0 -0.1 -1.103
C 0.807107 0.408940 -5.477463 0.0 0.0 0.1 -0.161
C -1.254937 3.697351 3.918996 0.0 0.0 0.0 -0.231
C 1.012180 -0.083825 -3.109099 0.1 0.1 0.1 0.245
C -0.352674 -0.451671 -3.081928 -0.3 0.0 0.2 0.303
C -0.663994 1.805493 2.501184 0.0 0.2 0.0 -0.426
C -2.092467 -4.870873 0.720308 0.1 -0.1 0.0 -0.164
C 1.339427 -3.514651 0.093944 -0.3 -0.4 0.2 -0.009
C 1.357376 3.124359 -0.895366 0.2 0.1 -0.1 -1.112
C 0.918414 -0.444198 3.649808 0.1 -0.1 0.1 -1.096
C -1.018904 2.341697 3.747986 0.0 0.0 -0.1 -0.207
C -1.097461 -0.410530 -4.245740 -0.1 0.0 0.0 -0.189
H -1.524049 4.085588 4.895805 0.0 0.0 0.0 0.195
H 5.108240 0.174702 -0.764226 0.0 0.0 0.1 0.401
H -0.704977 4.726616 0.747774 0.0 0.0 0.0 0.184
H 5.178240 -1.445799 -1.294738 0.0 0.0 0.0 0.390
H -2.618014 -1.559681 0.358542 0.0 0.0 0.0 0.226
H -2.855968 -0.459147 2.552112 0.0 0.0 0.1 0.217
H -1.329280 5.619468 2.953521 0.0 0.0 0.0 0.195
H -1.109969 1.684190 4.609170 0.0 0.0 0.0 0.190
H 2.249585 2.974494 -0.285124 0.0 0.0 0.0 0.240
H 1.976904 -4.379636 -0.048176 -0.1 -0.1 -0.1 0.202
H 1.621914 2.897669 -1.933122 0.0 0.0 0.0 0.231
H -1.248510 2.177143 -2.489407 0.0 0.0 0.0 0.228
H -3.880822 -3.657127 0.740885 0.0 0.0 0.0 0.224
H -0.125861 -5.743046 0.594397 -0.1 0.0 0.0 0.218
H -1.693810 3.507508 -1.403444 0.0 0.0 0.0 0.215
H 0.518505 -0.202519 4.641475 0.0 0.0 0.0 0.205
H -1.957468 -1.892356 3.081459 0.0 0.1 0.0 0.212
H 1.819109 0.147088 3.479889 0.0 0.0 0.0 0.240
H -2.384680 1.888886 -1.166525 0.0 0.0 0.0 0.228
H -2.605717 -5.804423 0.910424 0.0 0.0 0.0 0.215
H 1.212799 -1.499339 3.646524 0.0 0.0 0.0 0.217
H 1.064072 4.178725 -0.837452 0.0 0.0 0.0 0.210
H -2.032701 -0.460522 4.116374 0.0 0.0 0.0 0.217